Here is C5H8N2OS2 in the gas phase in a non-equilibrium geometry from the OMol25 dataset. Energies are from the ωB97M-V functional and the def2-TZVPD basis.

Results
HOMO-LUMO gap = 0.3564 Ha
SMILES = CC(C)Sn1ncsc1=O
DFT total energy = -32010.9548 eV
energy above the lowest of the compared OMol25 structures with the same formula, charge and spin = 0.092 eV
M = 176.27 g mol⁻¹
2S+1 = 1
E_HOMO = -9.09 eV

The geometry in XYZ format:
```
18
C5H8N2OS2 | the OMol25 dataset | the ωB97M-V functional and the def2-TZVPD basis
C 0.34 0.61 -0.53
C 0.11 -0.75 0.21
C 0.88 -0.88 1.50
S -1.70 -1.07 0.54
N -2.37 -0.60 -0.93
N -2.90 0.58 -1.20
C -3.53 0.58 -2.38
S -3.55 -1.03 -3.18
C -2.58 -1.73 -1.91
O -2.18 -2.83 -1.76
H 0.21 1.50 0.14
H 1.35 0.52 -1.20
H -0.40 0.65 -1.36
H 0.57 -1.55 -0.41
H 0.45 -1.69 1.98
H 0.87 -0.04 2.28
H 1.85 -0.92 1.16
H -4.09 1.36 -2.73
```